Formula: C19H15AuBrN4O2
Source: the OMol25 dataset
Level of theory: wB97M-V/def2-TZVPD

Each line ends with the Mulliken charge.
Atoms and positions in Å:
Au  0.48058  -0.22965  -2.85529  1.1516
Br  1.42238  1.23553  -6.30537  -0.0867
C  1.37782  -0.59210  -5.90498  0.4228
C  1.77448  -1.42919  -6.93876  -0.5328
C  1.71634  -2.79626  -6.77625  -0.2987
C  1.24316  -3.29766  -5.57650  -0.6218
C  0.86348  -2.42269  -4.58915  0.8958
N  0.94237  -1.06583  -4.72556  -0.3332
C  0.30607  -3.01016  -3.29158  0.1533
O  0.35246  -4.19801  -3.12385  -0.5780
O  -0.23216  -2.12893  -2.50178  -0.7836
H  2.11325  -0.98367  -7.86161  0.3899
H  2.02016  -3.45557  -7.57787  0.4524
H  1.15301  -4.35359  -5.36609  0.4847
N  -1.78479  0.32059  3.88796  -0.0066
C  -1.65128  0.76314  5.18485  0.7100
C  -2.42417  0.56850  6.32852  -1.0352
C  -1.97403  1.17805  7.47784  -0.4134
C  -0.79791  1.95537  7.49897  -0.4948
C  -0.03987  2.14333  6.36822  -0.7668
C  -0.47858  1.53286  5.18810  0.6352
N  0.07748  1.55218  3.92854  -0.5919
C  -0.71969  0.82743  3.18988  -0.1019
C  -0.47820  0.59789  1.77211  1.0611
C  0.65955  1.16101  1.18640  -0.5057
C  0.90652  0.96655  -0.14687  -0.3139
N  0.07828  0.24079  -0.92314  -0.4549
C  -1.00653  -0.33042  -0.37162  -0.3200
C  -1.31320  -0.16559  0.95913  -0.6315
H  -2.52485  -0.26093  3.53785  0.1834
H  -3.32719  -0.02670  6.31974  0.3867
H  -2.53755  1.05834  8.39330  0.3914
H  -0.49157  2.41085  8.43066  0.3883
H  0.86329  2.73755  6.37627  0.4411
H  1.34002  1.74155  1.79205  0.5235
H  1.79026  1.37386  -0.61302  0.6483
H  -1.61497  -0.94209  -1.02140  0.5673
H  -2.20319  -0.64867  1.33584  0.3345
C  0.98697  1.73728  -3.13001  -1.7903
H  0.77565  2.28008  -2.21527  0.4769
H  0.33140  2.09615  -3.91871  0.5198
H  2.02472  1.85880  -3.42155  0.4436

Values from the calculation:
Highest occupied orbital energy in eV: -11.0
E_tot in Eh: -3812.03621
Charge: +1
Kohn-Sham gap in eV: 7.14


Formula: C11H24Cl2O2
Source: the OMol25 dataset
Level of theory: wB97M-V/def2-TZVPD

Each line ends with the Mulliken charge.
Atoms and positions in Å:
C  -2.95606  -0.26247  -0.15611  -0.9652
C  -2.88589  0.37745  -1.54296  -0.2952
C  -2.19166  -0.49275  -2.58717  -0.8608
C  -0.76266  -0.93889  -2.28175  -0.3712
C  0.31242  0.13951  -2.37336  -0.7894
C  0.25388  1.26148  -1.32235  -0.0287
C  1.60993  1.65572  -0.71168  -1.1226
O  1.77208  1.18671  0.61501  -0.3121
C  2.47635  -0.03067  0.75763  -0.7802
C  1.55353  -1.24390  0.80076  0.6067
O  1.34238  -1.60616  2.14997  -0.3624
C  0.38739  -2.62768  2.28901  -0.6909
H  -3.69538  0.25324  0.45587  0.3991
H  -2.00614  -0.18171  0.37465  0.0798
H  -3.22627  -1.31618  -0.22049  0.3015
H  -3.90515  0.56674  -1.88711  0.3600
H  -2.41470  1.35854  -1.46681  0.2335
H  -2.20211  0.02160  -3.55196  0.3293
H  -2.79989  -1.39329  -2.71325  0.3851
H  -0.72439  -1.43949  -1.31023  0.0596
H  -0.50896  -1.70723  -3.01768  0.3145
H  0.28732  0.56825  -3.37766  0.4493
H  1.28688  -0.35190  -2.28817  0.4553
H  -0.19377  2.15736  -1.75414  0.5433
H  -0.38450  0.98106  -0.48596  0.0027
H  1.68631  2.74194  -0.67188  0.3427
H  2.42999  1.29097  -1.33591  0.3767
H  3.21010  -0.15299  -0.04279  0.3293
H  3.01996  0.01929  1.70132  0.4097
H  1.98621  -2.08419  0.24718  0.4176
H  0.59632  -0.96215  0.35128  -0.6326
H  0.12584  -2.70521  3.34024  0.2708
H  -0.52230  -2.40796  1.72051  0.2384
H  0.77816  -3.59058  1.94537  0.2961
Cl  2.27066  2.63503  4.94587  -0.1880
C  1.27206  2.04911  3.60558  0.3387
Cl  0.04362  3.22836  3.12893  -0.1868
H  1.90561  1.86200  2.74975  -0.1514
H  0.77283  1.14102  3.92049  0.1979

Values from the calculation:
Highest occupied orbital energy in eV: -9.9
E_tot in Eh: -1504.33848
SMILES string: CCCCCCCOCCOC.ClCCl
Kohn-Sham gap in eV: 10.71


Formula: C5H4Cl2F2N2
Source: the OMol25 dataset
Level of theory: wB97M-V/def2-TZVPD

Each line ends with the Mulliken charge.
Atoms and positions in Å:
C  -1.10327  0.05939  1.80017  -0.0140
C  0.15145  -0.37152  1.93713  -0.2246
C  -1.30315  0.13247  -0.55792  0.2384
C  -0.19221  -0.73409  -1.12981  0.1767
C  1.13642  -0.10878  -0.91611  0.2666
N  -1.65459  0.43764  0.60147  -0.4917
N  1.37839  1.21450  -1.03593  -0.3908
F  -2.01515  0.69192  -1.57315  -0.2834
F  2.22274  -0.87441  -0.88233  -0.2512
Cl  0.89710  -0.80050  3.37525  -0.1762
Cl  -0.21433  -2.36166  -0.35274  -0.1034
H  -1.79526  0.23243  2.62696  0.3729
H  -0.39205  -0.91786  -2.19777  0.3629
H  0.60263  1.85315  -0.96550  0.2587
H  2.28128  1.54730  -0.72972  0.2590

Values from the calculation:
Highest occupied orbital energy (spin up / spin down) in eV: -8.6 / -6.9
E_tot in Eh: -1422.39117
Kohn-Sham gap (spin up / spin down) in eV: 8.65 / 5.74


Formula: C2H3ClN
Source: the OMol25 dataset
Level of theory: wB97M-V/def2-TZVPD

Each line ends with the Mulliken charge.
Atoms and positions in Å:
C  0.38177  -0.54194  -0.78379  -0.6457
C  -0.30283  0.31464  0.01297  0.4907
N  -0.82399  0.64965  1.31735  -0.1261
Cl  -1.40782  1.85577  2.20337  0.2528
H  0.04725  -1.64684  -0.67667  0.3527
H  1.38742  -0.54334  -0.32544  0.3229
H  0.71821  -0.08794  -1.74780  0.3529

Values from the calculation:
Highest occupied orbital energy in eV: -16.0
E_tot in Eh: -592.46696
SMILES string: CC#[N+]Cl
Charge: +1
Kohn-Sham gap in eV: 8.57


Formula: C4H6O2
Source: the OMol25 dataset
Level of theory: wB97M-V/def2-TZVPD

Each line ends with the Mulliken charge.
Atoms and positions in Å:
C  1.43986  -0.39427  0.49592  -1.2023
C  0.04850  -0.03238  0.04497  0.5830
C  -0.55406  1.19292  0.58412  -0.2132
O  0.01392  1.99081  1.30332  -0.5090
C  -0.67643  -0.82711  -0.76788  -0.0245
O  -1.80900  -0.49517  -1.41899  -0.4797
H  1.85520  0.46211  1.03685  0.3429
H  1.45601  -1.26168  1.16649  0.2918
H  2.08959  -0.60885  -0.36046  0.2907
H  -1.63606  1.33317  0.36574  0.2423
H  -0.39208  -1.85392  -0.98839  0.3802
H  -1.88431  0.46852  -1.43926  0.2978

Values from the calculation:
Highest occupied orbital energy in eV: -9.3
E_tot in Eh: -306.45859
SMILES string: C/C(C=O)=C/O
Kohn-Sham gap in eV: 9.59


Formula: C14H31N7O20S2
Source: the OMol25 dataset
Level of theory: wB97M-V/def2-TZVPD

Each line ends with the Mulliken charge.
Atoms and positions in Å:
C  16.01295  -13.69472  -5.38346  -0.7353
N  15.89096  -14.90278  -6.26834  0.9455
O  16.67504  -15.06713  -7.17235  -0.4920
O  14.94484  -15.62500  -6.04944  -0.5521
H  15.12190  -13.10640  -5.55898  0.2971
H  16.89612  -13.16330  -5.73312  0.2109
H  16.23551  -14.16068  -4.42788  0.3175
C  13.18218  -17.18273  -7.82592  -0.6630
N  11.96979  -18.05170  -7.71255  0.9372
O  11.00425  -17.51099  -7.19974  -0.5454
O  12.01967  -19.21116  -8.04543  -0.5798
H  12.91583  -16.14518  -7.71046  0.2488
H  13.67711  -17.38455  -8.77259  0.2476
H  13.84877  -17.53513  -7.04487  0.3638
C  19.69221  -14.91469  -8.10404  -0.6677
N  19.28367  -13.77635  -7.21983  0.9641
O  18.92382  -12.75832  -7.75657  -0.4937
O  19.46247  -13.90052  -6.02825  -0.5762
H  19.59016  -15.81153  -7.50646  0.2999
H  20.73740  -14.65092  -8.26989  0.3418
H  19.15190  -14.89569  -9.04042  0.1238
C  18.42922  -13.12177  -12.21443  -0.5306
N  18.70327  -11.92157  -11.35422  0.9878
O  17.85822  -11.05880  -11.28126  -0.5065
O  19.76521  -11.93118  -10.77791  -0.5813
H  19.29336  -13.31822  -12.83810  0.3784
H  17.44410  -12.95384  -12.63559  0.0018
H  18.32688  -14.03610  -11.62918  0.1615
C  15.96963  -7.79242  -12.16198  -0.4444
N  15.03123  -8.39658  -13.16644  0.9486
O  15.39120  -8.41292  -14.30686  -0.5470
O  14.10484  -9.00517  -12.67817  -0.5173
H  15.34809  -7.43692  -11.34364  0.2419
H  16.73703  -7.16238  -12.58472  0.3123
H  16.39999  -8.71183  -11.75061  0.0415
C  12.00520  -15.13585  -11.87285  -0.6828
N  11.11389  -14.47702  -10.85432  0.9933
O  11.19670  -14.84471  -9.70826  -0.5238
O  10.35326  -13.63118  -11.27020  -0.5863
H  12.92120  -15.47143  -11.40604  0.2004
H  12.15792  -14.33874  -12.59796  0.1987
H  11.47050  -15.90950  -12.41743  0.3851
O  14.29534  -14.65817  -9.59465  -0.3555
S  15.29068  -13.64301  -9.85608  0.6888
O  16.68557  -13.88756  -9.67358  -0.2306
O  14.92764  -13.02123  -11.31917  -0.2508
C  14.15534  -11.83643  -11.23713  0.7826
C  14.58956  -11.19697  -9.94789  0.0316
O  14.85009  -12.27922  -9.07130  -0.4497
H  14.42688  -11.18176  -12.05913  -0.5751
H  13.08967  -12.05928  -11.14338  0.2463
H  13.85104  -10.55307  -9.46154  -0.0330
H  15.40205  -10.46758  -10.05607  0.1490
O  17.09628  -12.79545  -15.27150  -0.5893
S  16.79816  -11.39472  -15.24577  1.2172
O  17.87942  -10.54727  -14.82207  -0.5973
O  16.07917  -10.89206  -16.57893  -0.3674
C  14.76373  -11.48383  -16.62894  -0.3610
C  14.28875  -11.30429  -15.17931  -0.2816
O  15.45684  -11.22209  -14.33845  -0.0596
H  14.16449  -10.75966  -17.17516  0.2958
H  14.76207  -12.45277  -17.11398  0.2928
H  13.72647  -12.08294  -14.65681  0.2282
H  13.67599  -10.40981  -15.07239  0.2599
C  12.58655  -8.02509  -9.53048  -0.0146
C  13.07255  -8.12115  -8.20544  -0.1508
C  12.75929  -6.93452  -7.62250  -0.7526
N  12.18000  -6.08674  -8.52987  0.0449
C  12.06633  -6.77295  -9.72935  -0.8533
H  12.75216  -8.77702  -10.28855  0.4166
H  13.67046  -8.89983  -7.76516  0.4179
H  12.89739  -6.60884  -6.60183  0.3763
H  11.84615  -5.15583  -8.38238  0.1784
H  11.77621  -6.31451  -10.65870  0.3715

Values from the calculation:
Highest occupied orbital energy in eV: -8.8
E_tot in Eh: -3235.85900
SMILES string: C[N+](=O)[O-].C[N+](=O)[O-].C[N+](=O)[O-].C[N+](=O)[O-].C[N+](=O)[O-].C[N+](=O)[O-].O=S1(=O)OCCO1.O=S1(=O)OCCO1.c1cc[nH]c1
Kohn-Sham gap in eV: 8.68